Computed, not measured: one molecule with the formula C5H11PSi2 in a non-equilibrium geometry, with wB97M-V/def2-TZVPD.

Computed properties:
SMILES: [SiH3]\C=C/C=C\C=P\[SiH3]
HOMO: -0.3033 Ha
orbital gap: 7.822 eV
ΔE to the lowest compared entry with this formula, charge and spin: 59.89 kJ/mol

```
19
Properties=species:S:1:pos:R:3:forces:R:3
C -0.571 -1.449 -0.145 -0.34 0.07 0.22
C 0.511 -1.657 0.614 2.19 -1.60 0.97
C -0.758 -0.245 -1.004 -4.76 -0.91 1.77
C -1.978 0.361 -1.137 1.43 0.66 -1.09
C 1.626 -0.728 0.752 0.18 -0.94 0.36
Si 3.640 1.591 0.826 -1.05 -0.72 -1.93
Si -3.630 0.103 -0.349 0.32 0.44 -0.99
P 1.504 0.875 0.412 0.62 1.55 0.19
H -1.386 -2.193 -0.089 0.43 0.50 -0.31
H 0.871 -2.610 1.185 -1.92 1.31 -1.15
H -0.028 0.153 -1.580 2.64 0.62 -1.71
H -2.114 1.120 -2.010 0.61 -1.07 1.63
H 2.521 -1.186 1.196 -0.24 0.26 -0.32
H 4.602 0.447 0.682 -0.02 0.55 0.37
H 3.606 2.520 1.879 0.36 0.47 1.76
H 3.707 2.607 -0.248 0.50 -0.24 -0.41
H -4.079 -0.726 -1.474 -0.85 -0.69 0.33
H -4.360 1.376 -0.557 -0.04 -0.02 0.38
H -3.684 -0.360 1.047 -0.07 -0.23 -0.08
```
Positions in Å, forces in eV/Å.

The computed Mulliken charges, all in e, follow: number 1, C, carries -0.12; number 2, C, carries -0.45; number 3, C, carries -0.64; number 4, C, carries -0.49; number 5, C, carries -0.01; number 6, Si, carries 0.33; number 7, Si, carries 0.30; number 8, P, carries -0.11; number 9, H, carries 0.38; number 10, H, carries 0.18; number 11, H, carries 0.69; number 12, H, carries 0.29; number 13, H, carries 0.27; number 14, H, carries -0.11; number 15, H, carries -0.10; number 16, H, carries -0.10; number 17, H, carries -0.08; number 18, H, carries -0.12; number 19, H, carries -0.09